Record 1
C29H78N2O9 | ωB97M-V with the def2-TZVPD basis set

## Properties
energy above the lowest of the compared OMol25 structures with the same formula, charge and spin: 84.0 kJ/mol
SMILES: COC[C@H](C)N.COC[C@H](C)N.CC(C)O.CC(C)O.CC(C)O.CC(C)O.CC(C)O.CC(C)O.CC(C)O
molar mass: 598.9 g mol⁻¹
HOMO level: -9.20 eV
E_LUMO: 0.39 eV
net charge: 0

XYZ file:
```
118
Properties=species:S:1:pos:R:3:forces:R:3
C -6.7823 11.0787 18.3430 0.0 -1.4 -1.0
O -7.2027 10.5946 17.0391 0.1 0.3 0.7
C -7.4183 11.5994 16.0618 -1.1 0.1 -0.3
C -8.3321 10.9842 14.9885 0.2 0.3 -1.7
C -8.4701 11.7852 13.6443 -0.1 0.5 0.9
N -9.6815 10.6949 15.4997 1.0 -0.5 0.4
H -6.5442 10.1749 18.9039 0.0 -0.1 0.0
H -7.5983 11.5558 18.8858 0.2 0.6 -0.3
H -5.8364 11.6114 18.2452 -0.3 0.6 0.1
H -7.9177 12.4642 16.4985 0.1 0.3 0.1
H -6.4926 11.9107 15.5777 0.3 0.1 0.1
H -7.8160 10.0459 14.7848 0.0 -0.3 -0.4
H -8.8785 12.7796 13.8247 0.5 0.4 0.4
H -9.2663 11.4659 12.9718 0.2 -1.1 0.1
H -7.5426 11.8717 13.0783 0.0 0.0 0.1
H -9.4286 10.0433 16.2287 -0.5 0.1 1.1
H -10.1224 10.0440 14.8656 -0.3 0.1 -0.6
C -5.1485 19.5482 13.3498 -0.6 0.2 0.8
O -6.0616 20.5123 12.8997 -0.1 0.8 -0.7
C -5.8749 20.7459 11.4963 -0.6 0.0 -0.3
C -6.7665 21.9297 11.0017 0.9 -0.3 -0.1
C -6.4362 22.4566 9.5930 0.0 -1.1 0.9
N -6.6367 23.0704 11.8840 -0.4 0.2 1.1
H -5.4470 18.5551 13.0142 0.5 -0.2 -0.5
H -5.2430 19.4997 14.4346 0.0 0.2 0.2
H -4.1400 19.8821 13.1057 0.3 -0.5 -0.2
H -4.8233 20.9128 11.2630 0.3 0.3 0.2
H -6.1310 19.8067 11.0061 -0.2 -0.1 -0.5
H -7.7652 21.4998 10.9248 -0.4 0.5 0.6
H -7.1626 23.2021 9.2695 0.1 0.0 0.2
H -6.4992 21.5953 8.9279 0.4 0.2 -0.4
H -5.4453 22.9019 9.6809 0.1 -0.1 -0.6
H -6.5310 22.7692 12.8422 -0.7 -0.4 0.4
H -5.7367 23.5216 11.8025 0.2 0.2 -1.0
C -8.6904 19.5164 15.7879 0.4 0.0 1.2
C -8.0390 19.0434 17.0899 0.0 -0.6 -0.5
C -9.0447 18.4585 18.0620 0.0 -0.3 0.4
O -7.0883 18.0209 16.8068 0.1 -0.8 -0.1
H -7.9036 19.5608 15.0348 -0.2 0.6 -0.2
H -9.1233 20.4688 16.0939 -0.2 0.3 -0.9
H -9.4630 18.8197 15.4628 0.0 0.0 0.0
H -7.3895 19.7988 17.5322 -0.7 0.7 0.2
H -9.9011 19.0863 18.3083 0.3 0.5 0.1
H -8.5128 18.1459 18.9605 -0.2 0.1 0.2
H -9.5266 17.5615 17.6731 0.3 -0.2 -0.4
H -6.2294 18.4317 16.6831 0.4 0.0 0.2
C -2.3817 20.1706 17.7823 -0.7 -0.5 -1.3
C -3.1745 19.2850 16.7774 0.9 -0.1 1.2
C -2.4175 18.0241 16.4003 -0.2 -0.4 0.1
O -4.4315 18.9804 17.3883 -0.1 0.1 -0.7
H -1.3953 20.3384 17.3500 0.0 0.4 0.3
H -2.2935 19.6454 18.7333 0.2 -0.1 0.0
H -2.9560 21.0805 17.9561 0.4 0.2 0.0
H -3.3511 19.7571 15.8110 -0.4 0.6 0.3
H -2.1664 17.3517 17.2206 -0.1 0.2 0.4
H -1.4715 18.2708 15.9184 -0.1 0.0 -0.3
H -3.0864 17.4528 15.7566 0.3 -0.1 -0.4
H -4.2324 18.7567 18.3003 -0.2 -0.2 0.2
C -13.4800 13.6602 14.3168 1.2 -0.5 -0.5
C -12.0066 13.2233 14.4814 -0.9 1.9 -1.6
C -11.1599 14.4807 14.5343 0.3 0.2 0.1
O -11.8228 12.4512 15.5723 -0.9 -0.8 1.8
H -13.6356 14.4850 15.0122 -0.7 -0.4 0.2
H -14.1164 12.7767 14.3679 -0.3 0.3 0.5
H -13.5812 14.0610 13.3083 -0.1 0.1 -0.1
H -11.7207 12.6984 13.5699 0.1 -0.3 -0.3
H -10.1527 14.1728 14.8150 0.3 0.3 -0.4
H -11.4567 15.2036 15.2941 -0.3 -0.2 0.3
H -11.2329 15.0378 13.6002 0.5 -0.3 -0.2
H -10.9955 11.9673 15.5182 0.7 -0.4 0.2
C -9.5630 18.9046 11.7163 0.6 -0.1 0.4
C -10.5431 17.7662 11.4654 1.1 0.3 -0.1
C -11.4950 17.5494 12.5966 -1.1 0.1 0.0
O -11.2095 17.9804 10.2302 -0.3 0.1 -0.1
H -9.9351 19.9285 11.6798 -0.7 -0.1 -0.2
H -8.7458 18.8546 10.9968 0.1 -0.1 0.0
H -9.1489 18.8217 12.7212 0.2 -0.1 0.0
H -9.9305 16.8743 11.3334 0.0 -0.3 0.0
H -12.2456 16.8071 12.3254 0.0 -0.1 -0.1
H -12.0430 18.4790 12.7505 0.0 0.1 0.3
H -11.0503 17.1930 13.5258 0.3 0.3 -0.1
H -10.9916 18.8774 9.9664 -0.2 0.0 -0.2
C -7.8629 15.9736 13.5679 0.9 0.3 -0.4
C -6.8960 15.2839 14.5610 -1.4 1.5 0.7
C -5.5016 15.8139 14.6158 1.6 -0.5 -2.0
O -7.4112 15.5470 15.8390 -1.0 -1.5 1.1
H -8.8901 15.6393 13.7138 0.2 -0.3 -0.2
H -7.5213 15.9048 12.5351 -0.2 -0.6 -0.3
H -7.8811 17.0559 13.6959 0.1 0.2 0.6
H -6.9588 14.2018 14.4459 0.3 0.0 -0.3
H -5.0774 15.7770 13.6125 0.2 0.1 -0.4
H -4.8236 15.1582 15.1621 -0.2 0.1 0.5
H -5.3742 16.8556 14.9102 -0.5 -0.1 0.4
H -7.2687 16.4651 16.0809 0.0 0.6 0.1
C -3.5817 13.3835 19.9674 0.2 1.8 -1.1
C -4.2357 14.8141 19.7256 -0.4 -1.0 -1.1
C -5.4723 14.7322 18.7865 0.2 -0.5 -0.1
O -4.5883 15.3119 20.9708 -0.5 0.5 1.1
H -4.3838 12.6823 20.1975 0.2 -0.1 0.2
H -2.8117 13.4606 20.7351 -0.4 0.0 0.4
H -3.0167 13.0570 19.0943 -0.4 -0.2 -0.3
H -3.5932 15.5927 19.3144 0.6 -0.4 -0.1
H -5.2339 14.3232 17.8047 0.3 -0.3 0.0
H -5.9983 15.6469 18.5129 0.3 0.4 0.6
H -6.2179 14.0663 19.2210 -0.1 -0.1 0.1
H -5.0758 14.6026 21.3962 -0.2 0.1 0.4
C -0.1488 15.3538 13.1743 0.6 0.1 -0.4
C -0.0758 14.6334 14.4855 -0.1 -0.7 0.4
C -1.3867 14.2035 15.1064 -0.5 0.8 -0.1
O 0.7134 13.4546 14.3429 0.0 -0.2 -0.1
H -0.6825 14.8237 12.3855 -0.5 0.1 0.3
H 0.8757 15.3726 12.8026 0.2 0.4 -0.1
H -0.4484 16.3925 13.3138 -0.3 -0.1 -0.2
H 0.4422 15.2775 15.1960 0.0 0.3 0.2
H -2.0350 15.0737 15.2101 0.1 0.3 0.2
H -1.2165 13.8193 16.1122 -0.1 -0.3 -0.2
H -1.9911 13.5528 14.4744 0.4 -0.5 0.0
H 1.4754 13.7157 13.8205 0.2 -0.2 0.0
```
Positions in Å, forces in eV/Å.

Results of the Mulliken charge analysis, in e, for atoms 1 through 4:
1 C -0.74
2 O -0.45
3 C -0.68
4 C 0.48

Record 2
C32H60F5N3O25P | ωB97M-V with the def2-TZVPD basis set

## Properties
molar mass: 1012.8 g mol⁻¹
HOMO level: -5.19 eV
E_LUMO: 0.56 eV
net charge: -1

XYZ file:
```
126
Properties=species:S:1:pos:R:3:forces:R:3
C -5.3180 -1.5612 -0.5126 0.2 0.2 -0.2
N -5.3364 -1.2758 -2.0063 -0.3 0.3 1.3
C -6.4288 -2.1720 -2.5603 1.1 0.7 -0.8
C -5.7501 0.2107 -2.2099 0.9 -1.2 -0.2
C -3.9982 -1.6633 -2.6492 -0.3 1.3 -0.9
C -2.7825 -0.7864 -2.2479 0.0 -0.4 0.5
O -2.4261 -1.0680 -0.9117 -2.4 -0.9 -1.3
H -4.7501 -0.8392 0.0743 -0.1 0.1 -0.5
H -4.7898 -2.5092 -0.4105 -0.4 -0.1 0.3
H -6.3642 -1.5647 -0.2069 0.2 -0.3 0.3
H -7.3607 -1.6437 -2.3593 -0.1 -0.7 0.1
H -6.2928 -3.1930 -2.2038 -0.4 0.3 0.6
H -6.2578 -2.2595 -3.6332 -0.3 0.3 -0.1
H -5.8222 0.4208 -3.2770 0.1 -0.2 0.0
H -4.9619 0.8218 -1.7700 -0.3 0.0 0.1
H -6.7205 0.3807 -1.7436 0.2 -0.2 0.2
H -4.3016 -1.5020 -3.6836 0.8 0.1 -0.4
H -3.8547 -2.7396 -2.5540 0.0 0.1 0.6
H -2.9888 0.2537 -2.5005 -0.6 0.5 0.6
H -1.9315 -0.8903 -2.9211 0.0 -1.1 -0.3
H -1.6679 -0.5775 -0.5861 1.9 1.3 0.6
C 0.5728 0.7615 0.3504 1.1 1.2 -0.5
O 1.4942 0.5289 1.1502 2.2 -0.5 1.9
O 0.6060 1.7094 -0.4659 0.8 2.9 -2.1
O -0.4423 0.0601 0.3338 -4.6 -3.8 0.3
C -0.5255 0.5412 -5.4466 1.4 0.0 0.0
C 0.2753 1.2838 -4.3231 -0.3 -1.1 -1.0
C 1.1933 2.3516 -4.9114 -1.2 1.0 0.1
O 1.9910 1.8970 -5.9756 -0.2 0.4 -0.2
C 2.8326 2.9104 -6.5432 0.3 -1.3 0.0
N -0.6708 1.8513 -3.3642 0.6 0.6 -0.1
H -0.9980 1.2145 -6.1618 -0.1 0.4 0.3
H -1.2748 -0.1690 -5.0970 0.0 0.1 0.4
H 0.1849 -0.0209 -6.0528 0.0 -0.2 0.0
H 0.9848 0.6533 -3.7871 -0.2 -0.9 -0.2
H 1.7732 2.8491 -4.1340 0.4 -0.3 0.3
H 0.4856 3.1221 -5.2171 0.0 0.5 -0.6
H 2.3495 3.8461 -6.8246 -0.3 0.0 0.4
H 3.2170 2.4612 -7.4589 0.0 0.0 -0.1
H 3.6926 3.0593 -5.8903 0.0 0.4 0.2
H -1.0323 1.0999 -2.7942 -0.1 -0.3 0.0
H -0.0529 2.2653 -2.6809 -0.1 0.6 0.7
C 5.5840 -0.5855 0.2635 0.4 0.6 1.5
C 4.6691 -1.2707 1.3304 0.7 -0.8 -1.4
C 5.2884 -2.3892 2.1706 1.6 -0.6 -1.5
O 5.8189 -3.5279 1.4046 -0.6 1.8 1.0
C 4.8544 -4.4199 0.9660 -0.2 -1.3 0.0
N 4.1526 -0.3333 2.2845 -0.6 0.8 0.8
H 6.3904 -0.0390 0.7526 0.1 0.1 0.6
H 5.0180 0.2322 -0.1827 -0.2 -0.3 -0.5
H 6.1618 -1.1859 -0.4391 -0.9 -0.5 -0.2
H 3.8632 -1.7014 0.7360 -0.4 -0.4 -0.1
H 4.5533 -2.6619 2.9278 0.0 -0.6 0.0
H 6.2027 -2.0422 2.6519 -0.2 0.3 0.3
H 4.3518 -4.9380 1.7827 -0.3 0.2 0.5
H 5.4131 -5.2242 0.4872 -0.2 0.1 -0.5
H 4.0786 -4.0313 0.3063 0.2 0.2 -0.2
H 3.2662 0.0455 1.9828 -0.2 0.6 -1.0
H 3.7726 -0.8534 3.0625 0.5 -0.3 0.6
C 0.8099 -2.2586 2.3749 0.5 0.7 -0.4
O 0.7670 -3.5697 2.9494 -2.3 -0.3 0.9
P -0.6828 -3.9781 3.5836 0.5 0.1 0.6
O -0.7736 -5.4218 3.8155 0.0 0.3 0.0
O -0.8880 -3.0274 4.9147 -0.2 -1.1 -1.9
C -2.0832 -3.0624 5.7297 0.2 1.2 0.9
O -1.8136 -3.4087 2.5860 1.0 -0.1 1.2
C -2.0222 -4.0223 1.3300 -0.3 0.2 -0.9
H 1.2364 -1.5664 3.1008 -0.1 0.1 -0.2
H -0.1618 -1.9129 2.0222 0.1 0.1 0.2
H 1.4247 -2.2752 1.4750 0.3 -0.1 0.4
H -1.9710 -3.6849 6.6175 0.3 -0.5 -0.4
H -3.0678 -3.2296 5.2930 0.5 -0.4 -0.8
H -2.1414 -2.0491 6.1270 0.0 0.1 0.0
H -3.0519 -4.3795 1.3159 0.0 -0.1 -0.1
H -1.3500 -4.8352 1.0552 0.1 -0.1 0.6
H -1.8806 -3.2536 0.5704 -0.2 0.1 -0.1
C 3.1766 3.3431 0.0990 0.1 0.2 -0.8
C 3.4204 2.9439 -1.3456 0.3 1.1 0.3
O 4.8593 2.9232 -1.3726 -1.5 -1.5 -1.0
C 5.3248 3.7812 -0.4667 1.6 3.4 -0.9
O 6.4223 4.3112 -0.6040 -2.1 -1.6 1.3
O 4.3238 4.2066 0.3540 0.5 -1.1 0.0
F 3.0204 3.9792 -2.2182 0.3 -0.6 0.5
H 3.2169 2.4333 0.6979 -0.2 0.1 0.2
H 2.2514 3.9096 0.2043 0.3 -0.2 0.2
H 2.8867 2.0583 -1.6902 0.7 -0.2 0.2
C 1.9958 2.3981 3.5731 -0.9 -0.3 -0.6
C 0.8403 3.1652 2.9603 1.0 -0.3 -0.9
O 1.3699 4.4677 2.7664 0.4 -0.4 0.6
C 2.3881 4.6130 3.6833 0.9 1.7 1.6
O 2.8829 5.6663 4.0496 -1.2 -2.4 -1.3
O 2.7241 3.4047 4.2326 0.0 1.2 0.0
F -0.1890 3.2413 3.8466 -0.5 0.1 0.3
H 2.6361 1.9081 2.8395 -0.3 -0.1 0.0
H 1.4901 1.6868 4.2261 0.7 -0.1 0.4
H 0.4939 2.6850 2.0451 0.0 0.5 -0.2
C -1.9364 0.0562 3.2773 -0.4 0.1 -1.0
C -3.0882 -0.0361 2.2566 1.2 1.9 0.4
O -4.0582 0.8237 2.8605 -0.3 -0.7 -1.0
C -3.8786 0.8281 4.2026 -2.6 -0.2 1.8
O -4.7746 1.0749 5.0164 2.9 -0.4 -2.3
O -2.6499 0.3973 4.4637 0.4 -0.4 1.4
F -3.5635 -1.2993 2.1274 -0.6 -0.4 0.3
H -1.2112 0.8474 3.0869 -0.2 0.1 -0.4
H -1.3815 -0.8816 3.3069 -0.4 0.0 0.6
H -2.8275 0.3202 1.2600 -0.1 0.1 0.2
C -2.3730 2.8878 0.0240 0.5 -0.3 1.2
C -1.4812 4.0994 0.0784 -0.4 -2.1 0.1
O -1.6244 4.4326 1.4459 3.2 1.9 -0.9
C -2.7818 4.1058 1.9291 -2.5 0.9 2.3
O -3.2062 4.5617 2.9988 0.6 -2.0 -3.3
O -3.3790 3.2889 1.0164 -0.7 -0.6 0.3
F -2.0931 4.9642 -0.7370 -0.2 2.2 -0.5
H -1.8041 2.0427 0.4115 -0.2 -0.4 -0.2
H -2.7942 2.6957 -0.9628 -0.2 0.2 0.3
H -0.4433 3.9625 -0.2250 0.0 0.0 0.4
C 1.2157 -1.6158 -1.9688 -1.5 -0.7 -0.8
C 0.5923 -2.7725 -1.1025 1.4 5.0 2.2
O 1.6330 -3.6482 -0.8957 0.2 -0.2 -1.2
C 2.4896 -3.4455 -1.9415 4.4 -3.2 -0.9
O 3.4708 -4.1871 -2.1532 -3.5 2.4 0.7
O 2.1849 -2.3860 -2.6875 0.5 0.2 0.5
F -0.4384 -3.2647 -1.7328 -1.9 -1.9 -1.4
H 1.5547 -0.6617 -1.5654 0.7 -0.6 0.9
H 0.4846 -1.2549 -2.6923 -0.3 -0.4 -0.1
H 0.2872 -2.3183 -0.1598 -0.3 -0.4 0.1
```
Positions in Å, forces in eV/Å.

Results of the Mulliken charge analysis, in e, for atoms 1 through 4:
1 C -1.09
2 N 0.15
3 C -0.84
4 C -0.64

Record 3
C6H7N | ωB97M-V with the def2-TZVPD basis set

## Properties
energy above the lowest of the compared OMol25 structures with the same formula, charge and spin: 233.9 kJ/mol
SMILES: C=C(C)C(=C)C#N
molar mass: 93.1 g mol⁻¹
HOMO level: -9.76 eV
E_LUMO: 0.23 eV
net charge: 0

XYZ file:
```
14
Properties=species:S:1:pos:R:3:forces:R:3
C 1.4128 -0.1723 -0.9790 -1.6 2.3 2.6
C 0.4416 0.2178 -0.1408 0.1 -0.7 -1.4
C 0.5267 1.5134 0.5485 0.6 1.6 -0.4
C -0.7989 -0.6549 -0.0052 1.4 0.6 1.7
C -0.7284 -1.8687 0.5652 0.5 -1.6 -1.9
C -1.9888 0.0829 -0.2637 -0.3 -0.5 -0.1
N -2.9122 0.6664 -0.6069 -0.5 0.4 0.0
H 2.2703 0.4014 -1.1488 1.2 0.6 -0.2
H 1.2594 -1.0790 -1.3579 0.0 -3.5 -2.1
H -0.1693 2.3103 0.3075 -0.6 -0.3 -0.5
H 1.4876 1.9584 0.3120 0.3 0.0 -0.2
H 0.5332 1.5253 1.6020 -0.3 -0.7 1.5
H 0.3077 -2.3884 0.4450 -2.0 1.0 1.1
H -1.6417 -2.5125 0.7219 1.2 0.9 -0.1
```
Positions in Å, forces in eV/Å.

Results of the Mulliken charge analysis, in e, for atoms 1 through 4:
1 C -1.14
2 C 0.79
3 C -1.29
4 C 0.30

Record 4
C4H9NO | ωB97M-V with the def2-TZVPD basis set

## Properties
energy above the lowest of the compared OMol25 structures with the same formula, charge and spin: 182.3 kJ/mol
SMILES: CCO/C=N/C
molar mass: 87.1 g mol⁻¹
HOMO level: -9.11 eV
E_LUMO: 1.05 eV
net charge: 0

XYZ file:
```
15
Properties=species:S:1:pos:R:3:forces:R:3
C -0.1169 -0.4233 2.5939 0.1 -0.1 0.1
C -0.1608 -0.1559 1.1123 -0.2 0.1 0.2
O 0.8751 -0.8865 0.4396 0.0 0.0 0.0
C 0.8946 -0.6064 -0.8890 -0.3 0.3 -0.4
N 0.0307 0.1783 -1.3312 0.1 -0.1 0.4
C -0.3289 0.8353 -2.5358 0.0 0.1 -0.3
H -0.2928 -1.4788 2.8148 0.1 0.1 0.0
H 0.8435 -0.1207 3.0188 -0.1 -0.1 0.0
H -0.9092 0.1677 3.0698 0.2 -0.1 0.0
H -1.1259 -0.4384 0.6777 0.1 0.0 0.1
H -0.0296 0.9097 0.8952 0.0 -0.2 0.1
H 1.7199 -1.1451 -1.3788 -0.3 0.2 0.0
H -0.0309 1.8850 -2.4278 -0.1 -0.1 -0.2
H -1.4245 0.8240 -2.5685 0.2 0.1 -0.3
H 0.0558 0.4552 -3.4911 0.2 -0.1 0.1
```
Positions in Å, forces in eV/Å.

Results of the Mulliken charge analysis, in e, for atoms 1 through 4:
1 C -1.22
2 C -0.14
3 O -0.34
4 C 0.00

Total energy (Ha)
-1938.264274, -4141.381396, -287.498152, -287.762999